The following is a DFT calculation (ωB97M-V/def2-TZVPD) of C24H60BaN4O4S as an isolated structure.

Its molar mass is 638.16 g mol⁻¹. The value obtained for the total energy is -1893.991694 a.u. Its HOMO energy is -0.2676 Ha. Its spin multiplicity is 1. The total charge is 0. The LUMO energy is -0.13 eV.

Geometry as XYZ:
```
94
Properties=species:S:1:pos:R:3:forces:R:3
Ba 0.302266 -1.281777 -0.447702 1.32 -1.31 0.43
S 1.631266 -3.519777 1.110298 0.83 -2.00 0.76
O 2.176266 -4.637777 1.858298 -0.14 0.58 -0.81
O 1.501266 -2.292777 1.808298 -0.13 5.04 4.98
O 2.315266 -3.028777 -0.059702 3.56 -0.36 -4.37
O 0.286266 -3.683777 0.608298 -4.59 -2.35 -1.27
C -1.162734 -4.121777 -1.851702 -0.61 1.80 -2.00
C 0.161266 -3.974777 -2.486702 1.90 1.46 1.45
N 0.498266 -2.664777 -3.087702 0.14 0.26 -0.34
C -0.550734 -2.249777 -4.006702 -1.01 -0.74 -0.57
C -1.603734 -1.362777 -3.469702 1.39 0.81 1.04
C 1.753266 -2.880777 -3.826702 0.31 2.76 0.46
C 2.314266 -1.617777 -4.518702 2.60 -0.06 0.28
H -1.114734 -4.852777 -1.142702 -0.22 -2.20 1.68
H -1.844734 -4.254777 -2.661702 -1.02 -0.92 -0.37
H -1.599734 -3.262777 -1.384702 0.33 0.78 0.68
H 0.395266 -4.759777 -3.139702 -0.34 -1.27 -1.72
H 0.957266 -4.115777 -1.776702 0.19 0.07 0.93
H -1.082734 -3.093777 -4.365702 -0.25 -1.47 -0.61
H -0.290734 -1.738777 -4.909702 1.31 0.15 -0.47
H -2.127734 -1.686777 -2.634702 -1.02 -1.06 1.55
H -2.302734 -1.053777 -4.171702 -1.22 0.45 -1.57
H -1.070734 -0.506777 -3.148702 0.20 1.50 0.40
H 1.587266 -3.472777 -4.642702 -0.92 -2.27 -2.05
H 2.496266 -3.389777 -3.241702 0.24 0.08 0.71
H 1.615266 -0.897777 -4.861702 -1.01 0.62 0.09
H 2.815266 -1.895777 -5.466702 -0.13 -0.24 0.46
H 3.134266 -1.067777 -3.963702 -1.09 -0.65 -0.41
C -1.780734 1.292223 5.084298 -1.16 3.70 0.56
C -0.346734 1.485223 4.672298 0.95 -1.08 -0.72
N -0.157734 2.266223 3.450298 -1.07 0.97 -0.92
C -0.710734 3.648223 3.619298 1.11 -1.08 1.57
C -0.037734 4.445223 4.788298 0.11 0.40 -1.94
C 1.202266 2.271223 2.906298 0.36 -2.50 1.01
C 1.691266 0.876223 2.375298 -0.96 2.30 -0.57
H -2.481734 1.228223 4.245298 0.37 0.33 -0.23
H -2.025734 2.279223 5.661298 -0.38 -2.04 -0.62
H -2.012734 0.408223 5.631298 0.39 -0.47 0.97
H -0.086734 0.436223 4.482298 1.11 0.45 -0.04
H 0.300266 1.956223 5.446298 -0.45 -0.80 0.12
H -1.754734 3.633223 3.874298 -0.63 -0.63 0.24
H -0.755734 4.129223 2.671298 0.80 0.67 -0.82
H -0.413734 5.462223 4.709298 0.30 0.28 0.14
H 1.055266 4.420223 4.813298 -0.09 0.22 -0.48
H -0.316734 4.085223 5.735298 -0.73 -0.65 1.20
H 1.952266 2.585223 3.607298 0.41 0.28 1.03
H 1.365266 2.900223 2.099298 -0.58 1.77 -1.47
H 2.772266 0.833223 2.388298 0.13 -0.12 -0.31
H 1.245266 0.721223 1.374298 0.50 0.01 0.31
H 1.306266 0.154223 3.004298 -0.48 -1.90 1.16
C -1.478734 -1.506777 2.608298 -2.83 -0.90 -0.06
C -1.994734 -0.356777 1.840298 -0.29 1.08 0.09
N -2.178734 -0.571777 0.407298 -1.05 -1.03 0.94
C -2.601734 0.626223 -0.282702 -2.14 0.93 -1.58
C -1.627734 1.754223 -0.291702 0.85 0.31 2.70
C -3.176734 -1.624777 0.297298 -1.53 -0.67 2.58
C -4.528734 -1.349777 1.024298 0.35 0.01 2.14
H -0.777734 -2.060777 2.086298 1.48 -1.43 -0.69
H -2.313734 -2.131777 2.961298 0.22 -0.34 -0.53
H -1.094734 -1.183777 3.507298 1.34 0.92 1.85
H -1.252734 0.374223 1.852298 1.19 1.73 0.65
H -2.886734 0.038223 2.368298 0.26 0.17 -0.67
H -3.547734 1.032223 0.092298 -0.11 -0.18 0.37
H -2.875734 0.432223 -1.351702 0.44 -0.56 0.66
H -1.553734 2.219223 0.741298 0.03 -0.59 -0.97
H -1.788734 2.600223 -0.933702 -0.45 -0.09 -0.70
H -0.669734 1.309223 -0.478702 0.85 0.37 -0.29
H -2.894734 -2.627777 0.635298 0.90 0.38 -0.22
H -3.461734 -1.651777 -0.666702 -0.68 -0.59 -3.71
H -5.348734 -2.056777 0.789298 0.77 0.16 -0.17
H -4.845734 -0.363777 0.688298 -0.39 0.06 0.51
H -4.408734 -1.394777 2.203298 -0.35 0.29 -2.46
C 1.660266 2.020223 -3.820702 0.41 0.20 1.75
C 0.993266 1.149223 -2.695702 -0.71 2.08 -0.74
N 1.658266 1.072223 -1.401702 0.31 -0.16 -0.50
C 2.111266 2.364223 -0.857702 -0.54 -0.49 1.30
C 1.057266 3.444223 -0.635702 -1.09 -1.20 -0.98
C 2.868266 0.272223 -1.627702 0.55 -0.01 3.51
C 3.720266 -0.045777 -0.339702 -0.42 0.39 -0.60
H 2.497266 1.536223 -4.270702 0.84 -0.29 -0.20
H 1.969266 3.027223 -3.441702 -0.23 -0.87 -0.25
H 0.966266 2.178223 -4.602702 -0.95 0.17 -0.77
H 0.885266 0.122223 -3.065702 -0.36 0.31 0.06
H 0.026266 1.699223 -2.545702 0.38 -1.13 -0.08
H 2.969266 2.693223 -1.375702 0.92 0.74 -1.18
H 2.532266 2.081223 0.101298 -0.08 0.24 0.33
H 0.481266 3.148223 0.253298 0.31 0.77 -0.10
H 0.303266 3.393223 -1.455702 0.58 0.32 0.37
H 1.463266 4.454223 -0.641702 0.04 -0.14 0.43
H 3.459266 0.771223 -2.308702 1.70 1.40 -1.53
H 2.709266 -0.647777 -2.112702 -1.01 -1.37 -0.27
H 3.150266 -0.509777 0.458298 -0.23 -0.95 -0.31
H 4.091266 0.812223 0.234298 0.42 0.20 -0.88
H 4.537266 -0.690777 -0.701702 -0.28 0.19 0.64
```
Positions in Å, forces in eV/Å.

Here are the Löwdin charges for atoms 1 to 4, given in e: Ba 2.0125; S 0.0692; O -0.3150; O -0.4835

The following is a DFT calculation (ωB97M-V/def2-TZVPD) of a 4-piece molecular cluster, C24H60N4O8 overall.

Its molar mass is 532.76 g mol⁻¹. The value obtained for the total energy is -1770.995519 a.u. Its HOMO energy is -0.3078 Ha. The calculation puts the relative energy (zero: lowest compared OMol25 entry of this formula, charge and spin) at 204.1 kcal/mol. Its spin multiplicity is 1. The total charge is 0. The LUMO energy is 0.50 eV.

Geometry as XYZ:
```
96
Properties=species:S:1:pos:R:3:forces:R:3
C 3.012735 -5.034050 0.887984 -0.88 -0.38 -0.85
O 1.575945 -4.887070 0.883694 0.47 -0.44 1.55
C 0.824785 -5.648270 -0.042936 -0.62 0.23 -0.09
C -0.703005 -5.519470 0.260064 0.25 0.10 -0.16
N -1.560415 -5.806950 -0.863336 1.14 -0.83 -1.30
C -2.937965 -5.811450 -0.549566 -1.59 1.32 0.26
C -3.501625 -4.338730 -0.507566 -1.28 -1.51 -0.25
O -3.519295 -3.758200 -1.802006 -0.01 0.38 -0.40
C -4.317965 -2.593070 -1.954246 -0.04 0.93 0.45
H 3.301435 -4.898690 -0.154336 0.68 0.57 0.06
H 3.451845 -5.991840 1.167114 -0.80 -0.72 0.09
H 3.470325 -4.376830 1.627424 -0.43 0.62 -0.49
H 1.052065 -6.714070 -0.065666 0.40 -0.09 0.18
H 1.061545 -5.228040 -1.020416 -0.28 -0.13 -0.49
H -0.922205 -4.521080 0.638564 0.33 0.18 0.51
H -1.080315 -6.282650 0.940724 0.77 0.26 0.81
H -1.426845 -5.197890 -1.657876 0.26 0.11 -0.06
H -3.180385 -6.288930 0.399824 0.58 0.32 0.58
H -3.527475 -6.482170 -1.174636 0.03 0.47 -0.87
H -2.943515 -3.762940 0.230724 0.09 0.30 -0.11
H -4.549595 -4.404480 -0.215096 -0.15 0.04 0.57
H -4.094745 -2.084490 -2.892126 0.39 -0.32 0.03
H -4.227415 -1.861190 -1.151596 1.08 0.12 0.30
H -5.406815 -2.622430 -1.913426 -0.40 -1.52 -0.31
C 6.448065 7.733390 -6.697946 0.32 -0.80 0.84
O 6.969195 7.336170 -5.391176 -0.20 0.46 -1.49
C 6.512155 6.014680 -5.139226 -1.28 0.17 1.81
C 7.146895 5.591150 -3.799856 0.09 0.00 -1.89
N 6.776305 6.578460 -2.801236 0.16 -0.79 -1.93
C 7.216775 6.179770 -1.509386 1.54 1.79 0.93
C 6.131535 5.568630 -0.745846 -1.62 -0.71 1.46
O 6.316435 5.838540 0.679454 0.30 -3.08 -0.16
C 6.397625 4.556270 1.417704 -0.47 1.15 0.74
H 5.358445 7.720270 -6.672446 -0.12 -0.19 -0.04
H 6.838625 6.962600 -7.362366 -0.29 0.21 -0.56
H 6.736385 8.720060 -7.060516 0.49 -0.04 0.64
H 6.613175 5.341030 -5.990156 0.52 -0.09 0.02
H 5.456395 6.073980 -4.874706 -0.54 0.02 -0.49
H 8.190735 5.665340 -4.104786 0.77 -0.42 0.81
H 6.900715 4.576100 -3.488136 -0.10 0.01 -0.22
H 7.168785 7.380550 -3.273156 0.08 0.88 1.25
H 7.544505 7.020560 -0.898026 -0.23 0.54 -0.20
H 8.112705 5.561950 -1.448556 0.20 -0.44 -0.57
H 6.056705 4.503740 -0.966076 0.13 -0.32 0.40
H 5.155005 5.941930 -1.054266 0.07 0.48 0.05
H 5.428605 4.098810 1.617274 -0.47 0.21 -0.57
H 6.745135 4.748800 2.432724 0.33 0.49 -0.14
H 7.023955 3.752100 1.031544 0.30 0.48 -0.70
C -8.009635 -3.657130 10.332814 1.55 -1.74 3.44
O -8.078155 -2.465010 9.719364 -0.20 2.06 -1.72
C -6.820345 -1.971710 9.263804 0.09 0.52 -1.45
C -6.424735 -2.413890 7.797634 1.04 -1.15 1.45
N -5.316595 -3.387300 7.878474 0.09 0.15 -0.47
C -4.414145 -3.665310 6.702364 -1.39 0.36 2.27
C -3.381525 -2.539280 6.684904 0.95 1.09 -1.06
O -3.481355 -1.601910 5.587754 -0.01 0.04 -0.16
C -2.598795 -0.473230 5.694644 0.16 -0.93 -0.07
H -7.763005 -4.594240 9.833704 -0.47 0.15 -0.94
H -8.722775 -3.833220 11.138124 -1.46 0.14 -0.98
H -7.228595 -3.599220 11.090914 1.24 -0.04 -0.01
H -6.044525 -2.111830 10.016524 0.18 -0.76 -0.14
H -6.793425 -0.889890 9.133244 -1.16 0.24 0.57
H -6.063695 -1.528770 7.273894 -0.13 -0.14 -0.23
H -7.292585 -2.862270 7.314004 -0.29 0.38 -0.20
H -5.629475 -4.225050 8.347934 0.04 -0.12 -0.26
H -4.945605 -3.931130 5.788584 0.07 0.73 -0.42
H -3.981165 -4.614800 7.017184 0.62 0.16 -0.19
H -2.390565 -2.993250 6.686274 0.33 -0.02 -0.17
H -3.402845 -1.851560 7.530294 -0.47 -0.79 0.75
H -2.935265 0.293820 4.997124 -0.08 -0.13 0.16
H -1.566685 -0.738010 5.464964 0.13 -0.32 -0.53
H -2.465575 -0.071180 6.698984 -0.81 0.11 0.37
C 1.675375 0.574950 -1.133616 1.13 -0.60 0.19
O 1.465715 1.663190 -2.034936 0.01 -1.18 1.43
C 0.750355 1.286720 -3.209506 -0.29 0.50 1.04
C -0.298815 2.434520 -3.378396 1.10 -0.95 -1.14
N -0.924975 2.420620 -4.674156 -1.31 0.16 -0.42
C -0.116205 2.351380 -5.880806 -0.16 0.40 0.50
C -1.002145 1.909460 -7.069606 1.34 -0.47 2.56
O -1.518845 0.627930 -6.649326 0.04 0.00 -1.84
C -1.705115 -0.246400 -7.778476 -0.10 0.13 0.56
H 0.842345 0.107000 -0.609026 -0.92 0.36 -0.66
H 2.330285 0.771180 -0.284686 0.15 1.23 -0.18
H 2.241795 -0.234920 -1.593386 -0.19 -0.23 -0.60
H 0.227345 0.337240 -3.095376 -0.34 -0.08 0.42
H 1.472655 1.031150 -3.984786 0.03 0.77 -0.38
H 0.159205 3.408450 -3.205776 0.15 -0.11 0.25
H -1.088055 2.236850 -2.653056 0.19 0.30 0.19
H -1.549165 1.626610 -4.679886 -0.15 -0.03 -0.27
H 0.740125 1.715760 -5.655476 0.06 -0.53 -0.89
H 0.329345 3.316760 -6.120866 -0.16 0.37 0.05
H -0.299365 1.868130 -7.901776 -0.55 -0.25 -0.51
H -1.808665 2.638470 -7.148036 -0.05 -0.08 -0.50
H -2.393065 -1.038910 -7.483906 0.01 0.09 0.03
H -0.768835 -0.706860 -8.093846 0.24 0.01 0.12
H -2.106145 0.276170 -8.646916 -0.21 0.16 0.06
```
Positions in Å, forces in eV/Å.

Here are the Löwdin charges for atoms 1 to 4, given in e: C -0.0914; O -0.2041; C -0.2022; C -0.1904

The following is a DFT calculation (ωB97M-V/def2-TZVPD) of a 4-piece molecular cluster, C24H60N4O8 overall.

Its molar mass is 532.76 g mol⁻¹. The value obtained for the total energy is -1771.001041 a.u. Its HOMO energy is -0.3063 Ha. The calculation puts the relative energy (zero: lowest compared OMol25 entry of this formula, charge and spin) at 200.7 kcal/mol. Its spin multiplicity is 1. The total charge is 0. The LUMO energy is 0.69 eV.

Geometry as XYZ:
```
96
Properties=species:S:1:pos:R:3:forces:R:3
C -2.324576 3.187472 0.751297 0.69 -0.95 -0.68
O -1.619312 1.984472 0.448560 -1.26 -1.15 0.79
C -0.507125 2.081608 -0.369767 0.65 -0.39 -1.17
C 0.151121 0.706342 -0.630875 -2.27 -0.10 0.29
N -0.889927 -0.294073 -1.195213 3.06 3.64 0.44
C -0.327705 -1.608439 -1.234239 -0.68 0.81 -0.42
C -0.433061 -2.305382 0.079968 -0.40 -1.81 0.20
O -1.657289 -2.987785 -0.078506 -1.05 -0.73 1.67
C -1.967869 -3.709916 1.109380 -1.51 -0.52 -0.55
H -3.316738 2.944747 1.131827 0.25 -0.27 0.36
H -2.519439 3.701392 -0.189989 0.33 0.66 0.10
H -1.700540 3.695066 1.486837 -0.40 0.75 -0.12
H 0.215708 2.775774 0.058884 0.31 0.14 -0.03
H -0.793366 2.413322 -1.367832 -0.20 0.56 -0.17
H 0.633257 0.411293 0.301104 -0.19 -0.62 0.30
H 0.972649 0.834822 -1.335632 -0.22 0.00 -0.32
H -1.813064 -0.146394 -0.812950 0.20 -0.44 0.36
H 0.685417 -1.592933 -1.636052 -0.08 0.17 -0.11
H -1.034097 -2.026972 -1.951134 0.65 -1.32 0.04
H -0.496121 -1.727588 1.002061 0.17 0.88 -0.25
H 0.279834 -3.094384 0.319429 0.84 0.08 -0.42
H -1.755213 -4.776114 1.031328 0.96 -0.05 -0.03
H -3.052401 -3.773052 1.198314 -0.26 0.52 -0.02
H -1.601211 -3.284683 2.043634 0.36 0.14 -0.16
C -6.214347 -2.720984 -1.721578 -0.22 0.76 -1.49
O -5.259047 -3.455141 -2.435791 1.07 -0.36 -0.04
C -5.826403 -4.504073 -3.159624 -0.25 -0.76 -1.20
C -4.830315 -5.340574 -3.998567 -1.93 -0.50 1.44
N -4.181947 -4.691621 -5.086762 0.74 -0.57 -0.36
C -3.284384 -5.736740 -5.671853 2.09 0.90 -0.62
C -2.521081 -5.356096 -6.975751 0.18 0.62 1.56
O -1.612349 -4.270802 -6.609854 -1.34 -0.74 0.87
C -0.816312 -3.771711 -7.606478 -0.40 0.61 -2.57
H -6.887991 -3.365358 -1.156711 0.25 0.15 0.62
H -6.817076 -2.210588 -2.472791 -0.63 0.06 -0.12
H -5.717122 -1.877276 -1.243005 0.06 -0.60 0.74
H -6.596931 -4.177665 -3.858086 -0.26 0.59 -0.06
H -6.322805 -5.195570 -2.478803 -0.06 -0.26 0.25
H -5.390805 -6.150284 -4.465823 -0.32 -0.34 0.62
H -4.151068 -5.730232 -3.240350 0.52 -0.50 -0.09
H -3.639623 -4.070930 -4.503039 1.02 0.86 -1.11
H -3.706597 -6.717216 -5.892094 -0.92 0.28 0.26
H -2.471812 -5.938107 -4.973804 0.05 -0.20 0.40
H -3.290531 -5.210053 -7.733850 0.28 1.08 -0.41
H -1.893080 -6.174096 -7.328723 -0.05 -0.37 0.17
H -0.238847 -2.869713 -7.403877 0.14 -0.38 1.10
H -1.441455 -3.395847 -8.416434 -0.44 0.08 -0.40
H -0.200259 -4.500544 -8.133146 0.45 -0.41 0.43
C -5.752154 1.197482 3.811828 -0.30 1.59 -0.91
O -5.088553 0.010095 3.951274 0.73 -1.83 0.39
C -3.772061 -0.226499 3.431247 -0.48 0.50 -1.85
C -2.678055 0.519382 4.143560 -1.83 -0.60 1.08
N -2.693973 -0.035164 5.489076 3.01 1.39 -0.03
C -1.797891 0.831227 6.345254 -1.10 -3.09 1.56
C -0.304122 0.588976 6.117551 0.46 2.43 -1.09
O 0.206917 -0.628075 5.783975 -1.46 -3.38 1.36
C -0.334499 -1.682579 6.640007 0.20 -1.82 -1.90
H -5.114520 2.074647 3.921839 0.10 0.18 0.96
H -6.645338 1.185938 4.436477 0.42 0.15 0.50
H -6.166133 1.437333 2.832433 -0.03 -0.78 -0.81
H -3.699370 0.009840 2.369664 -0.42 0.39 -0.36
H -3.648141 -1.309399 3.422196 0.11 0.01 0.62
H -3.006859 1.548773 4.286161 0.24 0.59 -0.81
H -1.725303 0.475947 3.615860 0.02 -0.19 0.20
H -3.643022 -0.245845 5.762943 0.10 0.62 0.56
H -1.963113 0.446343 7.351573 -0.22 0.06 0.31
H -1.984426 1.899199 6.458159 -0.23 0.25 -0.75
H 0.272825 0.947090 6.970192 -0.29 0.57 0.41
H 0.007453 1.169506 5.249219 0.05 0.63 0.05
H 0.178699 -1.959541 7.560895 0.17 0.96 0.19
H -0.269946 -2.594852 6.046969 1.03 -0.20 -0.36
H -1.414739 -1.819909 6.688193 -0.26 1.60 0.60
C 4.887310 6.218440 -0.477297 -0.92 1.08 0.23
O 5.446362 4.986894 -0.675131 1.41 -1.01 0.03
C 6.233183 4.924356 -1.851514 0.05 -1.71 0.18
C 6.916678 3.497000 -1.878467 -0.62 0.31 0.90
N 7.608792 2.984714 -0.656522 -2.23 1.14 -1.02
C 8.920103 3.463472 -0.481918 0.73 -0.08 -1.26
C 9.363002 3.358511 0.908687 0.28 -0.33 2.44
O 8.639283 4.124232 1.888026 -0.43 1.57 0.09
C 8.865737 5.545541 1.838412 0.85 -0.57 -1.44
H 4.625841 6.667304 -1.435559 -0.55 0.10 -0.11
H 5.515818 6.962936 0.011363 0.53 -0.11 0.23
H 4.019634 6.061474 0.163481 -0.18 0.26 -0.18
H 6.875676 5.791622 -2.003671 0.30 0.05 0.37
H 5.515615 4.888281 -2.671209 0.11 0.22 -0.51
H 7.541006 3.441305 -2.770206 0.02 -0.30 0.05
H 6.057408 2.827943 -1.924606 0.04 -0.08 -0.67
H 7.034559 3.376916 0.075967 -0.19 -0.20 0.58
H 9.108625 4.470400 -0.854278 -0.12 0.52 -0.04
H 9.523471 2.815901 -1.118081 0.68 0.01 0.14
H 10.435940 3.547470 0.943184 0.23 0.32 0.28
H 9.182683 2.400792 1.396887 0.25 -0.58 -0.88
H 8.491878 5.981979 0.912205 -0.38 -0.07 -0.24
H 9.945394 5.666360 1.749885 0.26 0.38 0.41
H 8.465579 6.178862 2.630176 -0.12 -0.91 0.44
```
Positions in Å, forces in eV/Å.

Here are the Löwdin charges for atoms 1 to 4, given in e: C -0.0764; O -0.2200; C -0.2616; C -0.1560